Entry 1:
ORCA calculation (wB97M-V/def2-TZVPD) on a structure of composition C2H7N3S.

- Highest occupied orbital energy: -8.799 eV
- F_max: 8.23 eV/A
- Energy relative to the best compared isomer or geometry (same formula, charge and spin): 140.6 kcal per mole
- HOMO-LUMO gap: 9.3336 eV
- Total energy: -17486.8152 eV

Element x y z (Å)
S (-0.735, 0.083, -0.889)
N (1.728, 0.458, 0.310)
N (0.239, -1.383, 0.976)
N (-0.895, -1.971, 0.613)
C (-0.250, 1.922, -1.156)
C (0.615, -0.234, 0.144)
H (-1.748, -1.807, 1.684)
H (-1.411, -2.033, -0.357)
H (-1.263, 2.376, -1.440)
H (1.063, -2.152, 0.804)
H (0.217, 2.363, -0.083)
H (1.920, 0.254, 1.581)
H (0.519, 2.124, -2.188)

---

Entry 2:
ORCA calculation (wB97M-V/def2-TZVPD) on a structure of composition C17H40N3O5V.

- Highest occupied orbital energy: -6.124 eV
- F_max: 3.34 eV/A
- HOMO-LUMO gap: 6.5564 eV
- Total energy: -58668.2735 eV

Element x y z (Å)
V (-1.520, 1.158, -0.818)
O (-2.231, -0.991, -0.682)
O (0.534, 0.218, -0.208)
O (-3.068, 1.537, -0.646)
O (-3.462, 0.522, 2.991)
O (-0.821, 2.515, -1.228)
N (-1.018, 0.256, -3.313)
N (1.819, -0.452, -0.156)
N (-1.556, 1.422, 1.592)
C (-4.643, -0.217, 3.441)
C (3.186, 1.270, -1.456)
C (2.465, -0.612, 1.177)
C (-1.868, -0.927, -3.317)
C (2.693, -0.164, -1.340)
C (2.922, 0.706, 1.843)
C (3.627, -1.622, 1.076)
C (4.624, -1.243, 0.013)
C (-2.087, -1.730, 0.558)
C (-3.620, 1.900, 2.700)
C (-1.278, -1.743, -4.458)
C (-2.263, 2.420, 2.422)
C (-2.156, 3.849, 1.893)
C (3.919, -1.131, -1.332)
C (-1.653, -1.644, -1.841)
C (1.472, -1.261, 2.192)
C (2.002, -0.454, -2.719)
H (-4.071, 2.393, 3.562)
H (3.524, -2.075, -1.707)
H (2.405, 2.028, -1.504)
H (5.407, -2.000, -0.031)
H (-2.094, 0.710, 2.064)
H (-4.581, -0.778, 4.374)
H (3.987, 0.938, 1.818)
H (3.868, 1.553, -0.654)
H (-1.699, -2.748, -4.461)
H (-1.460, -1.289, -5.432)
H (-0.878, 0.451, -4.294)
H (-4.859, -0.911, 2.629)
H (2.737, 0.756, 2.916)
H (-0.614, 1.214, 1.890)
H (1.433, -1.379, -2.631)
H (-2.168, -2.602, -1.907)
H (5.085, -0.273, 0.201)
H (-0.155, -0.148, -2.977)
H (-0.195, -1.862, -4.433)
H (1.979, -1.588, 3.100)
H (0.518, -0.747, 2.313)
H (-1.235, 4.346, 1.588)
H (1.166, -2.192, 1.717)
H (-1.761, 2.431, 3.389)
H (-0.647, -2.014, -1.646)
H (4.628, -0.779, -2.081)
H (-1.079, -2.132, 0.663)
H (-2.327, 4.369, 2.836)
H (-2.976, 4.208, 1.271)
H (4.211, -1.787, 1.982)
H (2.507, 1.564, 1.315)
H (3.795, 1.514, -2.326)
H (-5.543, 0.397, 3.465)
H (-4.360, 2.026, 1.910)
H (1.487, 0.392, -3.173)
H (-2.885, -0.623, -3.564)
H (2.795, -0.648, -3.441)
H (-2.732, -2.608, 0.576)
H (3.215, -2.624, 0.953)
H (-2.445, -1.069, 1.347)